Computed, not measured: a molecular structure, C37H54CsN7O3S3Si3, with wB97M-V/def2-TZVPD.

Positions of all 108 atoms, in Å:
Cs1 -1.994 -1.355 1.627
S1 3.678 -2.687 1.428
S2 6.326 -3.823 1.647
S3 1.336 -1.316 2.865
Si1 2.712 2.681 -0.863
Si2 2.730 1.008 -3.543
Si3 1.044 3.419 -3.542
O1 2.873 -0.427 -2.501
O2 -2.136 1.567 1.299
O3 -4.011 0.475 0.819
N1 3.735 -1.757 3.847
N2 -4.988 3.038 -2.317
N3 -0.882 -4.144 -0.475
N4 -2.195 -3.328 -2.256
N5 -3.766 -2.814 -0.552
N6 4.960 -2.347 3.597
N7 -3.797 0.037 4.513
C1 7.056 -3.211 4.695
C2 2.073 3.896 -5.125
C3 -1.260 -4.239 -1.743
C4 1.955 2.280 -2.461
C5 8.044 -3.020 5.673
C6 0.726 5.083 -2.819
C7 1.661 -0.704 -1.827
C8 2.932 -1.889 2.812
C9 -5.670 1.542 4.038
C10 -0.041 -6.386 -1.976
C11 -4.539 -0.523 5.532
C12 0.200 -6.239 -0.629
C13 -4.358 1.088 3.935
C14 1.680 3.589 0.429
C15 5.096 -2.937 2.354
C16 -5.889 -0.194 5.715
C17 1.688 0.422 -5.003
C18 -3.154 1.395 0.573
C19 5.613 -1.643 5.787
C20 4.247 3.757 -0.985
C21 -3.465 -2.978 -1.830
C22 -7.996 0.706 4.633
C23 -4.451 3.122 -1.006
C24 3.418 1.110 0.137
C25 -3.293 2.054 -0.779
C26 -6.007 -2.260 -1.143
C27 -0.697 2.977 -4.135
C28 5.959 -2.359 4.662
C29 -5.055 -2.544 -0.220
C30 -5.708 -2.575 -2.498
C31 -0.149 -5.086 0.100
C32 -4.389 -2.806 -2.828
C33 7.723 -2.368 6.834
C34 6.501 -1.666 6.874
C35 4.484 1.480 -4.055
C36 -6.475 0.732 4.850
C37 -0.756 -5.320 -2.550
H1 5.032 0.546 -4.264
H2 -6.392 -0.667 6.481
H3 -6.921 -1.941 -0.752
H4 4.679 -1.082 5.772
H5 1.564 -0.699 -5.092
H6 0.233 -7.302 -2.497
H7 -4.012 4.057 -0.850
H8 -0.903 3.197 -5.178
H9 0.844 0.020 -2.113
H10 0.610 0.732 -4.820
H11 9.080 -3.317 5.519
H12 1.722 4.698 0.370
H13 4.488 4.271 -0.071
H14 8.244 -2.580 7.747
H15 1.315 -1.684 -2.221
H16 0.139 -4.869 1.089
H17 3.040 4.196 -4.720
H18 -0.945 -5.281 -3.612
H19 1.762 -0.793 -0.735
H20 2.275 3.195 -5.951
H21 2.076 3.169 1.325
H22 -5.857 2.584 -2.492
H23 1.617 5.633 -2.380
H24 -6.515 -2.769 -3.191
H25 7.317 -3.771 3.817
H26 1.960 0.853 -5.997
H27 -4.845 3.821 -2.927
H28 -4.034 -1.353 6.086
H29 -8.582 1.521 5.106
H30 -0.163 5.204 -2.192
H31 -4.159 -2.869 -3.912
H32 -2.136 -3.189 -3.260
H33 2.539 0.734 0.654
H34 -0.891 1.922 -4.049
H35 0.621 3.236 0.465
H36 3.851 0.282 -0.432
H37 4.192 1.286 0.933
H38 5.099 3.094 -1.250
H39 1.578 4.724 -5.676
H40 -8.159 0.758 3.586
H41 0.874 -6.942 -0.122
H42 4.322 2.145 -4.911
H43 -6.071 2.392 3.455
H44 -3.480 1.263 -1.489
H45 -5.314 2.946 -0.285
H46 4.167 4.522 -1.872
H47 -2.346 2.533 -1.066
H48 5.056 2.061 -3.306
H49 -3.681 1.635 3.303
H50 0.568 5.735 -3.766
H51 6.373 -1.039 7.784
H52 -5.276 -2.567 0.855
H53 -8.389 -0.214 4.990
H54 -1.499 3.452 -3.496

LUMO energy: 0.110 hartree
ΔE to the lowest compared entry with this formula, charge and spin: 44.6 kcal/mol
charge: -2